1.
A molecular structure, C12H41FN3O13P3Si2 in a non-equilibrium geometry. Source: the Open Molecules 2025 dataset; level of theory: the ωB97M-V functional and the def2-TZVPD basis.

Structure (XYZ):
```
75
Properties=species:S:1:pos:R:3:forces:R:3:lowdin_charge:R:1
C 1.615705 -1.196657 -0.055521 0.18 0.59 0.09 -0.236
Si 1.965643 0.638565 -0.340371 0.06 -0.36 0.73 0.516
O 0.606727 1.637426 -0.140341 0.31 -1.13 -1.52 -0.372
Si -0.500870 1.617640 -1.396482 -0.42 0.54 0.77 0.400
F 0.019464 0.756484 -2.666896 -0.13 0.28 0.47 -0.176
C -2.168835 1.101453 -0.706600 0.52 -0.44 -0.08 -0.173
C -2.374478 -0.412096 -0.467323 -1.72 -0.20 -0.26 -0.705
N -3.774639 -0.745058 -0.871551 0.07 0.03 0.29 0.052
N -2.334540 -0.680910 0.964018 0.36 0.09 -0.75 0.090
N -1.459686 -1.266597 -1.232685 0.83 0.51 0.40 0.063
H 1.346070 -1.708177 -0.980868 -0.05 -0.01 0.21 0.017
H 2.540763 -1.612051 0.368104 -0.15 -0.03 -0.19 0.021
H 0.836356 -1.305837 0.707300 0.07 -0.09 -0.16 0.007
H 2.996926 1.002481 0.655224 -0.17 0.30 0.07 -0.030
H 2.569685 0.850437 -1.668868 -0.07 0.10 -0.12 -0.028
H -0.650774 3.000575 -1.887715 0.16 -0.02 -0.09 0.006
H -2.991731 1.514576 -1.302035 0.20 -0.10 -0.02 0.077
H -2.247998 1.578718 0.279919 0.01 0.07 -0.25 0.088
H -3.924505 -0.520726 -1.851512 0.16 0.09 0.02 0.063
H -3.825080 -1.760842 -0.820734 -0.26 0.04 -0.02 0.068
H -1.409884 -0.463900 1.325715 -0.05 -0.27 0.20 0.074
H -2.553644 -1.663010 1.096417 0.23 0.03 0.38 0.074
H -1.759338 -1.387997 -2.190310 0.06 -0.01 0.00 0.079
H -1.321329 -2.164145 -0.788180 -0.10 -0.01 -0.04 0.074
C -10.674729 -1.170540 -3.864737 -0.31 0.02 -0.16 -0.112
O -9.321270 -0.719190 -4.018124 0.12 -1.33 2.90 -0.269
P -8.783693 0.341131 -2.838262 1.77 6.09 -3.89 0.574
O -9.595665 1.540701 -3.186231 -0.54 -0.95 0.82 -0.257
O -7.282168 0.405175 -3.477839 -0.19 -1.15 0.34 -0.247
C -6.822726 -0.451443 -4.520864 0.21 0.16 -0.12 -0.114
O -8.203025 0.857249 -1.368759 -1.21 -2.94 -0.01 -0.230
C -7.302963 -0.017208 -0.656795 0.19 0.01 0.00 -0.108
H -10.876587 -1.897367 -4.649058 0.15 0.00 0.00 0.086
H -10.815379 -1.648968 -2.895331 -0.09 -0.06 -0.05 0.082
H -11.366212 -0.334529 -3.968579 0.09 0.06 0.07 0.085
H -7.212899 -0.116744 -5.481776 -0.08 -0.11 -0.01 0.090
H -7.097439 -1.488538 -4.341964 -0.04 0.01 -0.08 0.080
H -5.734850 -0.384280 -4.548626 -0.02 0.13 0.11 0.082
H -6.338970 -0.060698 -1.160159 -0.02 0.01 0.02 0.052
H -7.725221 -1.020448 -0.579663 0.08 -0.01 0.14 0.081
H -7.158394 0.383999 0.342929 -0.10 0.08 -0.05 0.090
C 2.486350 -3.550664 3.586489 -0.01 -0.16 -0.30 -0.113
O 2.729893 -2.237635 4.110065 -0.64 -1.70 2.82 -0.269
P 1.439729 -1.529712 4.919175 -1.20 6.70 -5.03 0.607
O 0.580397 -1.274507 3.716915 -0.23 -1.37 0.58 -0.272
O 2.310719 -0.204712 5.298732 0.64 -1.06 0.75 -0.246
C 3.730417 -0.117396 5.161446 0.11 0.30 -0.05 -0.103
O 0.284681 -1.078738 6.041193 1.46 -2.81 0.97 -0.235
C 0.652800 -1.094331 7.431952 -0.03 0.18 0.12 -0.116
H 3.414404 -3.914354 3.150071 0.05 0.12 0.09 0.090
H 2.178050 -4.232345 4.379340 0.05 -0.09 -0.08 0.081
H 1.720477 -3.512622 2.811628 -0.05 0.09 0.07 0.079
H 3.997458 0.042804 4.117294 0.03 -0.13 -0.01 0.090
H 4.228157 -1.004027 5.547279 0.03 -0.01 -0.09 0.081
H 4.065268 0.743168 5.739436 -0.18 0.02 0.03 0.088
H 1.352147 -0.285512 7.647300 0.03 -0.04 -0.06 0.082
H 1.098615 -2.050935 7.706972 -0.05 0.03 0.14 0.080
H -0.250617 -0.945608 8.018916 -0.05 -0.04 -0.11 0.086
C 9.968155 1.984615 -1.818859 0.30 -0.15 0.01 -0.115
O 8.607247 1.626802 -2.095010 -0.46 3.21 0.66 -0.271
P 7.549603 1.764030 -0.796020 -2.10 -8.00 0.88 0.616
O 8.099032 0.621719 -0.000012 0.68 1.11 0.15 -0.267
O 6.254001 1.333652 -1.700811 0.56 1.31 -0.22 -0.250
C 6.265382 1.242620 -3.124601 -0.20 -0.15 -0.14 -0.109
O 6.536506 2.286142 0.432987 1.68 2.22 -1.35 -0.242
C 5.696083 3.409092 0.204211 -0.45 0.28 -0.17 -0.133
H 10.528019 1.915902 -2.749488 -0.15 0.01 -0.06 0.087
H 10.031075 3.006216 -1.443794 0.12 0.00 -0.05 0.081
H 10.399928 1.296361 -1.092643 -0.12 0.01 0.06 0.083
H 6.749483 0.317704 -3.437283 0.12 0.07 -0.02 0.091
H 6.756594 2.099689 -3.579723 0.06 -0.07 -0.03 0.081
H 5.229405 1.221439 -3.461536 -0.04 0.00 0.18 0.084
H 4.910987 3.145781 -0.507040 0.01 0.06 -0.02 0.076
H 6.274359 4.252063 -0.177878 -0.16 0.13 0.07 0.080
H 5.237380 3.694646 1.148429 0.09 -0.08 0.04 0.088
```
Forces are in eV/Å.

The HOMO energy is -8.89 eV. As for the net charge: 0.

---

2.
8 unconnected molecules or ions with the total composition C12H41N13O9 in a non-equilibrium geometry. Source: the Open Molecules 2025 dataset; level of theory: the ωB97M-V functional and the def2-TZVPD basis.

Structure (XYZ):
```
75
Properties=species:S:1:pos:R:3:forces:R:3:lowdin_charge:R:1
C 0.621291 5.903318 -0.412536 0.72 -0.37 0.11 -0.803
O -0.468915 5.458560 -0.502707 -3.42 -1.98 -1.36 0.059
N 0.919657 6.641007 0.625781 1.69 2.86 3.93 0.145
N 1.667982 5.720799 -1.214142 1.58 -0.37 -1.66 0.164
H 0.398618 6.551882 1.486394 -0.35 -0.04 -0.54 0.119
H 1.873368 6.917170 0.810872 -0.15 -0.04 -0.12 0.100
H 2.516926 6.206740 -0.962695 -0.08 -0.43 -0.58 0.102
H 1.625159 5.126463 -2.029637 -0.04 0.36 0.22 0.115
C -6.496573 -0.672669 4.013848 -1.30 1.50 1.77 -0.835
O -7.425818 -0.369429 4.713899 -1.95 -0.08 1.08 0.049
N -6.177143 -0.016807 2.942265 -0.53 3.51 -4.72 0.146
N -5.578062 -1.529583 4.259325 3.48 -4.16 1.23 0.170
H -6.854224 0.684018 2.676726 0.37 -0.01 -0.13 0.119
H -5.293600 -0.026744 2.453015 -0.31 -0.07 0.26 0.112
H -4.954255 -1.643593 3.473199 0.29 -0.88 0.84 0.111
H -5.586177 -2.150180 5.056114 -0.01 0.17 -0.38 0.128
C -0.568107 -0.535885 0.120847 1.98 -2.09 1.04 -0.767
O -1.694332 -0.719729 0.474081 -2.13 0.10 0.37 0.049
N -0.020871 0.489315 -0.459395 0.32 4.82 -2.27 0.161
N 0.446659 -1.417561 0.338165 0.00 -1.95 0.68 0.142
H -0.515216 1.365150 -0.552416 -0.10 -0.29 -0.08 0.120
H 0.943848 0.507600 -0.757851 -0.27 -0.10 0.14 0.089
H 1.400865 -1.158689 0.131855 -0.18 -0.53 0.34 0.080
H 0.181450 -2.260016 0.828100 0.55 0.08 -0.19 0.106
C -5.654591 6.882621 -0.840670 -3.38 0.50 -1.28 -0.793
O -6.736768 7.377856 -1.162527 0.00 -0.14 0.26 0.006
N -4.591754 7.596546 -0.678377 3.13 3.41 0.58 0.162
N -5.446321 5.599951 -0.719305 0.20 -3.66 0.51 0.161
H -3.689148 7.260134 -0.374676 -0.30 0.16 -0.12 0.113
H -4.778253 8.585100 -0.768315 0.52 -0.13 0.10 0.123
H -4.536006 5.282338 -0.418388 -0.44 -0.32 -0.08 0.108
H -6.235629 4.970411 -0.747158 0.35 0.16 0.01 0.120
C 5.753251 -5.661427 -0.051163 4.93 0.86 -1.71 -0.876
O 6.833928 -5.905250 -0.572227 0.86 -0.33 -0.51 0.023
N 5.457605 -4.518732 0.419249 -0.25 6.25 1.69 0.171
N 4.843166 -6.488918 0.120105 -4.87 -6.67 0.39 0.182
H 6.195237 -3.840651 0.292005 -0.56 0.34 0.36 0.126
H 4.606414 -4.342103 0.933438 0.50 0.34 -0.15 0.114
H 5.177719 -7.423824 -0.064622 -0.95 -0.23 0.09 0.137
H 3.949263 -6.264986 0.533500 0.28 -0.52 -0.14 0.125
C -6.533207 -4.956601 0.063459 6.46 -1.82 2.26 -0.818
O -5.632889 -5.706704 0.484003 -0.68 0.00 -0.41 -0.003
N -7.756704 -5.213004 0.043348 -6.96 -2.33 -0.32 0.176
N -6.278788 -3.732420 -0.284541 1.24 3.90 -1.23 0.156
H -8.058890 -6.155003 0.246888 -0.19 0.37 0.01 0.134
H -8.391184 -4.427476 0.021438 -0.30 -0.74 0.06 0.123
H -5.441743 -3.320091 0.102034 -0.22 0.17 -0.63 0.122
H -6.984858 -3.237527 -0.810526 0.66 0.47 0.27 0.110
C 3.782748 -0.877427 2.850957 -0.58 -0.05 0.12 -0.108
O 4.068563 -0.596586 1.487182 0.60 -1.34 0.21 -0.208
C 4.014303 0.750384 1.078276 -0.47 0.05 0.50 -0.229
C 4.712789 0.963572 -0.281039 0.24 -0.45 2.62 -0.226
N 4.046059 0.216711 -1.295386 -0.21 0.56 -1.94 -0.055
C 4.399663 0.653229 -2.675310 -1.59 -0.21 -0.52 -0.153
C 3.144133 0.518841 -3.628267 1.21 -0.70 2.12 -0.267
O 3.561617 0.674662 -4.922161 -0.24 0.56 -1.23 -0.180
C 2.587041 0.227123 -5.850981 -0.06 -0.30 0.12 -0.100
H 3.961648 -1.918649 3.119207 0.69 -0.09 -0.62 0.080
H 2.724269 -0.819250 3.104613 -0.39 0.65 -0.32 0.081
H 4.324708 -0.257572 3.565235 0.25 0.24 -0.19 0.086
H 4.438620 1.358029 1.877519 0.40 0.34 -0.09 0.115
H 2.953298 0.998475 1.049676 -0.25 0.46 -0.42 0.111
H 5.743806 0.650795 -0.115910 0.39 -0.17 -0.12 0.120
H 4.791391 2.045030 -0.392279 -0.53 0.00 -0.70 0.120
H 4.283000 -0.762700 -1.226804 -0.07 -0.05 0.33 0.113
H 5.152048 0.039039 -3.170063 0.32 -0.03 0.27 0.117
H 4.753043 1.684092 -2.652024 -0.04 -0.01 -0.04 0.111
H 2.332007 1.174879 -3.314976 -0.11 0.40 -0.12 0.115
H 2.785735 -0.502378 -3.498790 -0.24 -0.34 0.25 0.114
H 1.554757 0.361604 -5.527853 -0.11 1.02 0.15 0.083
H 2.566229 -0.860670 -5.917021 0.76 -0.30 -0.40 0.086
H 2.798222 0.725037 -6.797327 -0.20 -0.30 0.04 0.093
O 1.262408 -5.950502 2.906950 0.18 0.07 -0.25 -0.058
H 0.398398 -5.794794 3.288372 -0.28 0.02 0.03 0.032
H 1.827119 -6.132349 3.658124 0.15 -0.08 0.20 0.027
```
Forces are in eV/Å.

The HOMO energy is -9.44 eV. As for the net charge: 0. The energy relative to the best compared isomer or geometry (same formula, charge and spin) comes out at 0.0 kcal/mol. The SMILES is COCCNCCOC.NC(N)=O.NC(N)=O.NC(N)=O.NC(N)=O.NC(N)=O.NC(N)=O.O.

---

no.,HOMO-LUMO gap (eV)
1,7.329
2,9.345